(1)
{
  "formula": "C20H25N3O6S",
  "method": "ωB97M-V/def2-TZVPD",
  "species": ["C", "C", "C", "C", "N", "C", "O", "C", "O", "C", "O", "C", "C", "C", "C", "C", "S", "O", "O", "N", "C", "C", "C", "C", "C", "C", "C", "C", "N", "O", "H", "H", "H", "H", "H", "H", "H", "H", "H", "H", "H", "H", "H", "H", "H", "H", "H", "H", "H", "H", "H", "H", "H", "H", "H"],
  "positions_angstrom": [[-4.6533, -3.3627, 4.7689], [-4.8677, -2.0773, 4.0632], [-4.0520, -1.3173, 3.2747], [-4.8746, -0.2191, 2.9162], [-4.5849, 0.8677, 2.1148], [-3.3950, 1.0984, 1.4919], [-2.4221, 0.3957, 1.5785], [-3.4266, 2.3722, 0.6341], [-2.1724, 2.5541, 0.0144], [-1.1960, 3.0314, 0.8037], [-1.3875, 3.4466, 1.9189], [0.1223, 3.0191, 0.1234], [1.1647, 3.7698, 0.6624], [2.4108, 3.7677, 0.0600], [2.6281, 2.9977, -1.0722], [1.5944, 2.2384, -1.5883], [1.9147, 1.2286, -3.0414], [2.3579, 2.1109, -4.0829], [0.7562, 0.4184, -3.2887], [3.2201, 0.3273, -2.5453], [4.4695, 0.4824, -3.2497], [3.0050, -0.9343, -1.8535], [2.5084, -2.0472, -2.7813], [2.3679, -3.3542, -2.0059], [1.4097, -3.1791, -0.8321], [1.8936, -2.0621, 0.0868], [2.0279, -0.7564, -0.6934], [0.3411, 2.2480, -1.0153], [-6.0687, -0.3314, 3.4515], [-6.0686, -1.4831, 4.1649], [-3.6427, -3.7155, 4.5902], [-5.3656, -4.1062, 4.4151], [-4.8092, -3.2329, 5.8385], [-3.0386, -1.4844, 2.9843], [-5.3497, 1.5194, 2.0102], [-3.6646, 3.2344, 1.2698], [-4.1583, 2.2735, -0.1703], [0.9760, 4.3506, 1.5527], [3.2123, 4.3605, 0.4737], [3.5888, 2.9734, -1.5615], [4.3908, 1.3791, -3.8584], [4.6811, -0.3668, -3.9056], [5.2877, 0.5921, -2.5331], [3.9827, -1.2225, -1.4424], [1.5448, -1.7472, -3.1932], [3.2069, -2.1787, -3.6105], [2.0026, -4.1382, -2.6717], [3.3478, -3.6630, -1.6317], [1.3299, -4.1140, -0.2733], [0.4187, -2.9254, -1.2120], [1.1889, -1.9211, 0.9078], [2.8613, -2.3346, 0.5159], [2.3769, 0.0435, -0.0364], [1.0542, -0.4750, -1.0921], [-0.4453, 1.6488, -1.4445]],
  "nbo_charge": [-0.661, 0.343, -0.378, 0.302, -0.608, 0.671, -0.581, -0.179, -0.489, 0.792, -0.588, -0.182, -0.135, -0.220, -0.155, -0.339, 2.335, -0.940, -0.943, -0.704, -0.410, -0.032, -0.427, -0.395, -0.397, -0.392, -0.422, -0.094, -0.180, -0.270, 0.234, 0.236, 0.236, 0.261, 0.416, 0.225, 0.219, 0.237, 0.223, 0.229, 0.246, 0.190, 0.191, 0.200, 0.231, 0.204, 0.212, 0.189, 0.206, 0.199, 0.215, 0.190, 0.214, 0.219, 0.251],
  "orbital_gap_ev": 9.4,
  "relative_energy_kcal_mol": 77.9,
  "smiles": "Cc1cc(NC(=O)COC(=O)c2cccc(S(=O)(=O)N(C)C3CCCCC3)c2)no1",
  "total_charge": 0,
  "largest_force_ha_per_bohr": 0.0265
}

=====

(2)
{
  "formula": "C20H25N3O7S",
  "method": "ωB97M-V/def2-TZVPD",
  "species": ["C", "O", "C", "C", "C", "C", "C", "N", "S", "O", "O", "N", "C", "C", "C", "O", "N", "C", "C", "C", "C", "C", "O", "C", "C", "O", "C", "C", "C", "O", "C", "H", "H", "H", "H", "H", "H", "H", "H", "H", "H", "H", "H", "H", "H", "H", "H", "H", "H", "H", "H", "H", "H", "H", "H", "H"],
  "positions_angstrom": [[1.1388, -5.7505, 5.1246], [0.2528, -5.5509, 4.0494], [0.4797, -4.5155, 3.1869], [1.5238, -3.6073, 3.3466], [1.7123, -2.5575, 2.4726], [0.8445, -2.3712, 1.3996], [1.0564, -1.2436, 0.4899], [2.2568, -0.7370, 0.4431], [2.4789, 0.6545, -0.3353], [3.8138, 0.7854, -0.8088], [1.9281, 1.7482, 0.4170], [1.4535, 0.4906, -1.7020], [1.7894, 1.1419, -2.9418], [0.2195, 0.0648, -1.3839], [-0.9110, 0.5319, -2.2760], [-1.1564, 0.0275, -3.3534], [-1.6034, 1.5583, -1.7477], [-1.2974, 2.1855, -0.4738], [-1.5360, 3.6948, -0.5520], [-1.1190, 4.2008, -1.9460], [-2.0460, 3.5975, -3.0103], [-2.5968, 2.2421, -2.5478], [0.2176, 3.8531, -2.2379], [1.0396, 4.8569, -1.6800], [0.1097, 6.0881, -1.5906], [-1.1556, 5.6109, -2.0074], [-0.0090, -0.7565, -0.3172], [-0.1904, -3.2851, 1.2223], [-0.3884, -4.3552, 2.0860], [-1.4537, -5.1379, 1.7590], [-1.6506, -6.4026, 2.3530], [2.1596, -5.9369, 4.7774], [0.7680, -6.6341, 5.6425], [1.1348, -4.9004, 5.8136], [2.2031, -3.7164, 4.1763], [2.5239, -1.8624, 2.6084], [1.3517, 2.1413, -2.9938], [2.8751, 1.2140, -2.9551], [1.4374, 0.5429, -3.7819], [-1.9308, 1.7499, 0.3094], [-0.2528, 2.0065, -0.2085], [-0.9484, 4.1911, 0.2192], [-2.5843, 3.9549, -0.4026], [-1.4641, 3.4789, -3.9241], [-2.8541, 4.3030, -3.1981], [-3.5012, 2.3714, -1.9470], [-2.8256, 1.6084, -3.4057], [1.8834, 5.0091, -2.3545], [1.4112, 4.5453, -0.6971], [0.0550, 6.4816, -0.5695], [0.4030, 6.8895, -2.2717], [-1.0167, -1.0822, -0.1211], [-0.8643, -3.2139, 0.3842], [-0.7673, -7.0368, 2.2529], [-1.9195, -6.3197, 3.4077], [-2.4788, -6.8466, 1.8008]],
  "nbo_charge": [-0.252, -0.505, 0.241, -0.289, -0.157, -0.124, 0.330, -0.766, 2.436, -0.917, -0.950, -0.620, -0.443, 0.237, 0.650, -0.607, -0.425, -0.222, -0.478, 0.555, -0.446, -0.228, -0.550, -0.106, -0.101, -0.525, -0.390, -0.220, 0.325, -0.511, -0.241, 0.181, 0.202, 0.180, 0.223, 0.237, 0.234, 0.243, 0.228, 0.198, 0.250, 0.228, 0.216, 0.231, 0.233, 0.195, 0.253, 0.197, 0.188, 0.175, 0.192, 0.236, 0.227, 0.179, 0.185, 0.190],
  "orbital_gap_ev": 8.1,
  "relative_energy_kcal_mol": 54.7,
  "smiles": "COc1ccc(C2=NS(=O)(=O)N(C)C(C(=O)N3CCC4(CC3)OCCO4)=C2)cc1OC",
  "total_charge": 0,
  "largest_force_ha_per_bohr": 0.0254
}

=====

(3)
{
  "formula": "C20H25N3P2Sn",
  "method": "ωB97M-V/def2-TZVPD",
  "species": ["Sn", "C", "P", "C", "C", "C", "C", "C", "C", "C", "P", "C", "C", "H", "H", "H", "H", "H", "H", "H", "H", "H", "H", "H", "H", "H", "H", "H", "H", "N", "C", "C", "C", "C", "C", "N", "C", "C", "C", "C", "C", "N", "H", "H", "H", "H", "H", "H", "H", "H", "H"],
  "positions_angstrom": [[0.9644, 0.8328, 0.7885], [-1.6528, -1.0152, -1.2770], [-0.4296, -1.2612, 0.0373], [-1.3549, -2.0654, 1.3686], [0.8429, -2.4349, -0.4978], [0.7554, -3.7777, -0.1324], [1.7602, -4.6672, -0.4809], [2.8629, -4.2215, -1.1922], [2.9559, -2.8889, -1.5648], [1.9542, -1.9830, -1.2314], [2.0273, -0.2499, -1.7782], [3.7940, 0.1724, -1.8351], [1.5869, -0.3303, -3.5502], [-2.0689, -1.9832, -1.5611], [-1.1931, -0.5557, -2.1494], [-2.4544, -0.3690, -0.9185], [-1.8839, -2.9466, 1.0052], [-2.0916, -1.3597, 1.7544], [-0.6868, -2.3572, 2.1772], [-0.0921, -4.1450, 0.4303], [1.6804, -5.7065, -0.1924], [3.6516, -4.9111, -1.4614], [3.8224, -2.5631, -2.1258], [4.2384, 0.0690, -0.8453], [3.8928, 1.2111, -2.1516], [4.3380, -0.4524, -2.5429], [2.1944, -1.0882, -4.0464], [1.7901, 0.6370, -4.0122], [0.5376, -0.5781, -3.6999], [-1.8649, 2.9357, 1.7215], [-1.5447, 2.0236, 2.7107], [-2.2244, 2.1177, 3.9327], [-1.9019, 1.2549, 4.9487], [-0.8959, 0.3029, 4.7473], [-0.2799, 0.2808, 3.5292], [-0.5988, 1.1152, 2.5097], [-1.5634, 3.0251, 0.3657], [-2.2872, 3.9915, -0.3475], [-2.0739, 4.1574, -1.6909], [-1.1303, 3.3457, -2.3245], [-0.4514, 2.4376, -1.5648], [-0.6407, 2.2594, -0.2328], [-2.5538, 3.6103, 2.0140], [-2.9896, 2.8722, 4.0622], [-2.4150, 1.3206, 5.8988], [-0.5975, -0.3833, 5.5260], [0.5298, -0.4179, 3.3369], [-3.0133, 4.5971, 0.1790], [-2.6278, 4.9040, -2.2437], [-0.9227, 3.4301, -3.3810], [0.3058, 1.8081, -2.0118]],
  "nbo_charge": [1.050, -0.945, 0.925, -0.957, -0.417, -0.177, -0.167, -0.158, -0.200, -0.252, 0.815, -0.943, -0.932, 0.269, 0.251, 0.260, 0.265, 0.261, 0.261, 0.225, 0.246, 0.246, 0.227, 0.260, 0.262, 0.251, 0.258, 0.254, 0.244, -0.562, 0.413, -0.257, -0.092, -0.250, 0.045, -0.604, 0.407, -0.254, -0.089, -0.254, 0.052, -0.589, 0.422, 0.242, 0.255, 0.258, 0.210, 0.241, 0.256, 0.255, 0.215],
  "orbital_gap_ev": 8.6,
  "total_charge": 2,
  "largest_force_ha_per_bohr": 0.0107
}

=====

(4)
{
  "formula": "C20H25N4O7",
  "method": "ωB97M-V/def2-TZVPD",
  "species": ["C", "C", "N", "C", "C", "C", "N", "C", "O", "O", "C", "C", "O", "H", "H", "H", "H", "H", "H", "H", "H", "H", "H", "H", "H", "H", "H", "H", "C", "C", "C", "C", "C", "C", "N", "O", "O", "H", "H", "H", "H", "H", "C", "C", "C", "C", "C", "C", "N", "O", "O", "H", "H", "H", "H", "H"],
  "positions_angstrom": [[1.6242, 3.0989, -1.0978], [1.1864, 1.8324, -1.8481], [-0.0132, 1.1335, -1.3574], [-1.1275, 2.0662, -1.0484], [-2.4985, 1.4018, -1.0998], [-3.6469, 2.4117, -0.9910], [-3.7633, 3.3421, -2.1173], [-3.4622, 3.1832, 0.3494], [-3.0525, 4.3521, 0.2677], [-3.6569, 2.4810, 1.3622], [0.2922, 0.2686, -0.2649], [-0.4482, -1.0515, -0.2738], [1.1350, 0.5160, 0.5749], [2.7097, 3.1964, -1.1479], [1.1636, 3.9980, -1.5076], [1.3615, 3.0402, -0.0433], [2.0076, 1.1192, -1.8181], [0.9810, 2.0902, -2.8899], [-1.0785, 2.8756, -1.7774], [-0.9964, 2.5015, -0.0526], [-2.5987, 0.7340, -0.2419], [-2.5976, 0.8198, -2.0239], [-4.5817, 1.8492, -0.9310], [-3.4519, 2.8931, -2.9738], [-3.1405, 4.1237, -1.9299], [0.1078, -1.7370, -0.9182], [-0.4591, -1.4637, 0.7345], [-1.4573, -0.9459, -0.6594], [-2.3821, 0.5327, 3.5956], [-3.6605, 0.0313, 3.3949], [-3.9836, -1.2441, 3.8294], [-3.0074, -1.9949, 4.4643], [-1.7241, -1.5188, 4.6705], [-1.4163, -0.2422, 4.2262], [-3.3438, -3.3446, 4.9399], [-4.4685, -3.7606, 4.7350], [-2.4807, -3.9800, 5.5185], [-2.1569, 1.5298, 3.2373], [-4.3863, 0.6512, 2.8845], [-4.9710, -1.6538, 3.6787], [-0.9886, -2.1363, 5.1635], [-0.4178, 0.1484, 4.3707], [5.4419, -4.1889, -2.4152], [5.3670, -3.4536, -3.5910], [4.9843, -2.1220, -3.5561], [4.6873, -1.5552, -2.3313], [4.7497, -2.2657, -1.1474], [5.1314, -3.5973, -1.1978], [4.2855, -0.1354, -2.2811], [4.1967, 0.4644, -3.3342], [4.0601, 0.3382, -1.1889], [5.7418, -5.2282, -2.4480], [5.6055, -3.9169, -4.5388], [4.9148, -1.5309, -4.4569], [4.4994, -1.7842, -0.2138], [5.1844, -4.1725, -0.2835]],
  "nbo_charge": [-0.640, -0.206, -0.518, -0.228, -0.417, -0.161, -0.847, 0.764, -0.767, -0.814, 0.733, -0.714, -0.586, 0.210, 0.201, 0.229, 0.200, 0.186, 0.201, 0.206, 0.217, 0.183, 0.181, 0.326, 0.378, 0.225, 0.224, 0.237, -0.161, -0.198, -0.221, 0.065, -0.227, -0.217, 0.522, -0.393, -0.400, 0.262, 0.265, 0.239, 0.237, 0.219, -0.187, -0.212, -0.216, 0.093, -0.211, -0.208, 0.516, -0.382, -0.354, 0.216, 0.218, 0.249, 0.259, 0.222],
  "orbital_gap_ev": 6.0,
  "total_charge": -1,
  "largest_force_ha_per_bohr": 0.0129
}

=====

(5)
{
  "formula": "C20H25N5",
  "method": "ωB97M-V/def2-TZVPD",
  "species": ["N", "C", "C", "C", "C", "H", "H", "H", "H", "H", "N", "C", "C", "C", "C", "H", "H", "H", "H", "H", "N", "C", "C", "C", "C", "H", "H", "H", "H", "H", "N", "C", "C", "C", "C", "H", "H", "H", "H", "H", "N", "C", "C", "C", "C", "H", "H", "H", "H", "H"],
  "positions_angstrom": [[30.9438, 31.4091, -9.5006], [30.7974, 30.5711, -8.4638], [29.4852, 30.1579, -8.4480], [28.8812, 30.6692, -9.5129], [29.7970, 31.4162, -10.2302], [31.7541, 31.9852, -9.6783], [31.5954, 30.4566, -7.7451], [28.9195, 29.6309, -7.6939], [27.8536, 30.3798, -9.6766], [29.7948, 31.8834, -11.2039], [29.0704, 33.7003, 1.5868], [29.7898, 33.0782, 0.5571], [30.5186, 32.0900, 1.1221], [30.2882, 32.0764, 2.5069], [29.2750, 33.0026, 2.7532], [28.3881, 34.4396, 1.4970], [29.6886, 33.4461, -0.4532], [31.3176, 31.4953, 0.7046], [30.7128, 31.5310, 3.3367], [28.8681, 33.3920, 3.6747], [30.8354, 24.2061, -5.7251], [30.8812, 25.3060, -4.8354], [30.7884, 24.8918, -3.5959], [30.4185, 23.4699, -3.6495], [30.5121, 23.1560, -4.9310], [30.8384, 24.2290, -6.7348], [31.0578, 26.3144, -5.1795], [31.0064, 25.4805, -2.7170], [30.3296, 22.8326, -2.7822], [30.4333, 22.2062, -5.4390], [25.0726, 32.5244, -4.5652], [26.3188, 33.0454, -4.3243], [27.2935, 32.0129, -4.5312], [26.5809, 30.8746, -4.9616], [25.2767, 31.2286, -5.0202], [24.2095, 33.0423, -4.4827], [26.3954, 34.0829, -4.0342], [28.3637, 32.1542, -4.4966], [27.1862, 30.0281, -5.2504], [24.3950, 30.6256, -5.1799], [29.2973, 29.3982, -2.1460], [29.6194, 28.5445, -3.1683], [29.9449, 29.2011, -4.2773], [30.1119, 30.5065, -3.8326], [29.8034, 30.5800, -2.5017], [28.9274, 29.0362, -1.2787], [29.4630, 27.4795, -3.0805], [30.2097, 28.8289, -5.2559], [30.5205, 31.3122, -4.4244], [29.6994, 31.4048, -1.8123]],
  "lowdin_spin": [0.007, 0.046, 0.014, 0.014, 0.028, 0.017, 0.014, 0.004, 0.005, 0.006, 0.024, 0.082, 0.020, 0.015, 0.055, 0.062, 0.036, 0.006, 0.004, 0.012, 0.007, 0.024, 0.009, 0.008, 0.016, 0.016, 0.008, 0.005, 0.002, 0.004, 0.011, 0.121, 0.014, 0.010, 0.041, 0.030, 0.044, 0.009, 0.004, 0.009, 0.010, 0.024, 0.008, 0.027, 0.022, 0.022, 0.004, 0.003, 0.017, 0.005],
  "orbital_gap_ev": [1.5, 7.9],
  "s_squared": 0.750,
  "relative_energy_kcal_mol": 33.0,
  "total_charge": -1,
  "largest_force_ha_per_bohr": 0.0801,
  "multiplicity": 2
}

=====

(6)
{
  "formula": "C20H25NO",
  "method": "ωB97M-V/def2-TZVPD",
  "species": ["C", "N", "C", "C", "C", "C", "C", "C", "C", "C", "C", "C", "O", "C", "C", "C", "C", "C", "C", "C", "C", "C", "H", "H", "H", "H", "H", "H", "H", "H", "H", "H", "H", "H", "H", "H", "H", "H", "H", "H", "H", "H", "H", "H", "H", "H", "H"],
  "positions_angstrom": [[-1.9814, 0.8408, -4.1679], [-0.7805, 1.5622, -3.6358], [-1.0584, 2.4244, -2.5078], [-0.5342, 1.7343, -1.2603], [0.2333, 0.5373, -1.1907], [0.4966, -0.0993, 0.2324], [1.2307, 0.8688, 1.0583], [2.6633, 0.9200, 0.8248], [3.4322, 1.6838, 1.6586], [2.8549, 2.4456, 2.6448], [1.5248, 2.5985, 2.7278], [0.6520, 1.7339, 1.9521], [1.1468, -1.3803, 0.0655], [-0.0574, -2.1189, 0.2072], [-0.1210, -2.9835, 1.4952], [-1.5248, -3.5716, 1.6575], [-2.2186, -2.2832, 2.1821], [-1.1242, -1.2178, 2.2348], [0.0333, -1.9954, 2.7194], [-0.7882, -0.8126, 0.7494], [0.8659, 0.0053, -2.5013], [0.5857, 0.9365, -3.6516], [-2.2830, 0.0155, -3.4948], [-2.6332, 1.7841, -4.2662], [-1.7551, 0.6341, -5.1950], [-2.1092, 2.6279, -2.2837], [-0.5979, 3.3980, -2.5813], [-0.9221, 2.2349, -0.4763], [3.1954, 0.3764, 0.0720], [4.4429, 1.8633, 1.3582], [3.4281, 3.1620, 3.2211], [1.0755, 3.3202, 3.3503], [-0.4865, 1.7679, 1.9353], [-0.5261, -2.5743, -0.7568], [0.6675, -3.8143, 1.4723], [-1.5155, -4.3550, 2.3422], [-1.8834, -4.0703, 0.7454], [-3.0621, -2.0113, 1.3917], [-2.6977, -2.2802, 3.1968], [-1.4216, -0.3511, 2.8437], [1.0046, -1.4297, 2.7987], [-0.1920, -2.4528, 3.7411], [-1.7172, -0.5433, 0.2090], [1.8514, -0.1367, -2.1747], [0.4601, -0.9398, -2.7107], [1.4019, 1.6637, -3.7003], [0.7442, 0.2817, -4.5325]],
  "nbo_charge": [-0.417, -0.468, -0.248, -0.202, 0.041, 0.203, -0.040, -0.184, -0.207, -0.226, -0.193, -0.212, -0.542, 0.105, -0.237, -0.424, -0.405, -0.237, -0.424, -0.230, -0.465, -0.211, 0.185, 0.209, 0.204, 0.206, 0.193, 0.180, 0.221, 0.211, 0.211, 0.210, 0.220, 0.187, 0.217, 0.213, 0.212, 0.206, 0.221, 0.219, 0.237, 0.214, 0.218, 0.226, 0.202, 0.197, 0.203],
  "orbital_gap_ev": 8.7,
  "relative_energy_kcal_mol": 128.1,
  "smiles": "CN1CC=C([C@]2(c3ccccc3)O[C@H]3[C@@H]4CC[C@@H](C4)[C@H]32)CC1",
  "total_charge": 0,
  "largest_force_ha_per_bohr": 0.1039
}